No. 1
Below is C27H28N2O6 in the gas phase, with properties calculated with ωB97M-V with the def2-TZVPD basis set.

Its SMILES is Cc1cccc(OCC(=O)Nc2cc(NC(=O)COc3cccc(C)c3C)cc(C(=O)O)c2)c1C. The value obtained for the HOMO-LUMO gap is 8.9 eV. Its HOMO energy is -8.5408 eV. As for the energy relative to the best compared isomer or geometry (same formula, charge and spin): 5.71 kcal/mol.

```
! RIJCOSX wB97M-V def2-TZVPD def2/J DEFGRID3
* xyz 0 1
C 0.76 4.92 6.46
C 0.75 3.50 5.96
C -0.45 2.80 5.90
C -0.47 1.50 5.43
C 0.70 0.88 5.02
C 1.90 1.57 5.09
O 3.10 1.04 4.68
C 3.15 -0.33 4.37
C 2.48 -0.70 3.04
O 2.12 -1.82 2.79
N 2.38 0.38 2.21
C 1.83 0.46 0.93
C 1.07 -0.57 0.38
C 0.55 -0.43 -0.90
N -0.22 -1.43 -1.50
C -0.81 -2.51 -0.94
O -0.74 -2.84 0.22
C -1.60 -3.34 -1.96
O -1.82 -2.60 -3.13
C -2.46 -3.20 -4.19
C -2.88 -4.52 -4.19
C -3.50 -5.04 -5.32
C -3.69 -4.25 -6.43
C -3.28 -2.92 -6.44
C -3.49 -2.09 -7.67
C -2.67 -2.38 -5.31
C -2.23 -0.95 -5.28
C 0.80 0.72 -1.64
C 1.55 1.75 -1.08
C 1.82 3.00 -1.82
O 2.45 3.93 -1.39
O 1.30 3.01 -3.06
C 2.06 1.62 0.20
C 1.93 2.89 5.55
C 3.23 3.64 5.60
H 1.17 5.59 5.70
H -0.24 5.24 6.71
H 1.39 5.00 7.34
H -1.36 3.27 6.22
H -1.40 0.95 5.39
H 0.65 -0.13 4.65
H 2.73 -0.96 5.16
H 4.22 -0.57 4.28
H 2.79 1.24 2.56
H 0.89 -1.47 0.95
H -0.44 -1.28 -2.48
H -1.01 -4.25 -2.16
H -2.54 -3.65 -1.49
H -2.74 -5.15 -3.33
H -3.83 -6.07 -5.31
H -4.16 -4.67 -7.31
H -3.88 -2.69 -8.48
H -4.20 -1.28 -7.47
H -2.56 -1.63 -7.99
H -2.13 -0.61 -4.25
H -2.95 -0.31 -5.78
H -1.27 -0.83 -5.78
H 0.41 0.83 -2.64
H 1.52 3.85 -3.49
H 2.63 2.44 0.62
H 3.42 4.02 6.61
H 4.06 2.98 5.32
H 3.21 4.49 4.92
*
```

=====

No. 2
Below is 2 unconnected molecules or ions with the total composition ClH5O4P2S in a non-equilibrium geometry, with properties calculated with ωB97M-V with the def2-TZVPD basis set.

The value obtained for the HOMO-LUMO gap is 6.0 eV. Its HOMO energy is -8.0890 eV.

```
! RIJCOSX wB97M-V def2-TZVPD def2/J DEFGRID3
* xyz 0 1
P -0.65 3.00 -0.35
P -0.40 1.07 0.69
S -1.49 -0.29 -0.16
H -1.81 3.05 -1.16
H -0.64 4.06 0.60
H 0.46 3.18 -1.21
H 1.00 0.78 0.53
H -0.62 1.21 2.09
O 0.08 -3.49 -1.41
Cl 0.83 -3.22 -0.21
O 1.90 -4.18 -0.07
O -0.04 -3.30 0.94
O 1.39 -1.88 -0.28
*
```

=====

No. 3
Below is 2 unconnected molecules or ions with the total composition C3H11O in a non-equilibrium geometry, with properties calculated with ωB97M-V with the def2-TZVPD basis set.

The value obtained for the HOMO-LUMO gap (spin up / spin down) is 6.0 / 11.9 eV. Its HOMO energy (spin up / spin down) is -4.9470 / -11.3744 eV. As for the energy relative to the best compared isomer or geometry (same formula, charge and spin): 31.46 kcal/mol.

```
! RIJCOSX wB97M-V def2-TZVPD def2/J DEFGRID3
* xyz 0 2
O -2.36 -1.72 1.79
H -2.97 -1.73 2.60
H -2.13 -0.92 1.24
H -2.66 -2.35 1.11
C 1.86 1.28 -1.44
C 0.86 1.01 -0.21
C 0.15 -0.35 -0.05
H 2.67 0.56 -1.62
H 2.37 2.24 -1.67
H 1.24 1.17 -2.29
H -0.09 1.63 -0.04
H 1.38 1.20 0.72
H -0.69 -0.29 0.65
H -0.41 -0.62 -1.12
H 0.80 -1.12 0.32
*
```